No. 1
{
  "formula": "C50H42BF5IMnN6O2S3",
  "method": "ωB97M-V with the def2-TZVPD basis set",
  "symbols": ["H", "C", "C", "C", "C", "C", "C", "H", "C", "I", "C", "C", "H", "H", "H", "H", "C", "C", "C", "C", "N", "C", "H", "C", "C", "C", "H", "Mn", "C", "C", "H", "N", "O", "C", "H", "H", "S", "C", "H", "C", "H", "H", "O", "C", "C", "H", "H", "C", "C", "F", "H", "C", "C", "C", "C", "F", "C", "H", "N", "C", "H", "H", "C", "H", "H", "C", "C", "C", "F", "C", "H", "H", "H", "H", "H", "N", "N", "C", "H", "C", "H", "H", "C", "C", "N", "H", "C", "H", "H", "F", "C", "C", "S", "H", "C", "S", "H", "H", "C", "H", "F", "H", "H", "C", "H", "C", "H", "H", "C", "C", "B"],
  "xyz": [[6.186184, -0.227130, -2.949448], [0.688598, -4.216910, 0.862248], [0.885785, 3.303463, -3.533599], [-1.184823, -5.947840, 2.036064], [-2.366177, -1.695833, -0.326125], [-1.802652, 3.093699, 3.222169], [0.945588, 2.551833, -2.369530], [-0.523985, -5.108800, 3.895910], [-2.142123, 5.476927, -1.294103], [1.805489, -3.257258, 3.550800], [3.200972, -3.425102, -1.720380], [3.735469, -2.148751, -1.544990], [-4.181871, -0.617995, 5.638515], [3.872432, 1.234885, 0.679627], [-2.657505, 1.701902, -1.910781], [-1.904383, -6.609911, 2.500578], [4.782491, -1.734399, -2.442876], [1.181108, 4.659374, -3.505372], [-3.661677, -0.631675, 4.689076], [-3.753205, 2.312531, 1.909440], [0.069283, 2.451246, 1.180624], [-2.273671, -0.609614, 4.659810], [-2.256670, 3.936615, 5.110195], [4.616895, -3.692534, -3.628828], [-3.000959, 3.695244, -2.656820], [-4.572972, 2.727581, 2.927260], [4.967874, -4.255188, -4.485942], [1.735487, -1.180483, 0.295376], [-1.010272, -5.938694, 0.661429], [0.538140, -4.264583, 2.246958], [-3.513064, 3.355604, -3.548102], [1.643899, 0.753097, -0.173967], [3.391604, -1.328574, -0.607747], [-1.678670, 4.559046, -0.372102], [-3.958872, -4.665265, -0.214583], [-2.113898, -0.473596, -2.064776], [-1.393889, -0.664828, 0.762999], [1.281499, 3.184463, -1.180259], [-3.316402, -2.041232, -3.538931], [-1.601178, -0.629758, 3.447698], [1.379302, -4.571484, -3.633084], [-0.519418, -0.636679, 3.388954], [1.772741, -5.443993, -3.793862], [-2.665952, 3.486694, 4.212896], [-3.560476, -3.745271, -0.621109], [2.950768, -6.178172, -2.270637], [-0.735368, 3.216399, 3.327284], [-3.735037, -3.440163, -1.963832], [2.254818, -3.974122, -0.780833], [0.753104, -1.473191, -1.756594], [5.798953, 2.112489, 2.014165], [-2.803896, 5.047566, -2.441162], [-3.214693, -2.265724, -2.485766], [5.376418, -0.376592, -2.238713], [1.534250, 5.273901, -2.311136], [2.706798, -0.829575, 1.910174], [-2.527657, 2.758664, -1.743915], [1.416756, 4.412955, 2.134409], [-1.721142, 0.744999, 0.035494], [-2.851090, -2.884938, 0.201019], [-5.644035, 2.595628, 2.821461], [3.704189, -6.073813, -3.848852], [1.581860, 4.536774, -1.136336], [-2.695501, -3.125181, 1.246418], [-1.708266, -0.584612, 5.582190], [-4.057997, 3.304490, 4.100163], [2.390866, 3.944146, 2.088150], [-2.342081, -0.649820, 2.275048], [1.927060, -1.262791, -3.725050], [-3.728053, -0.668521, 2.286849], [1.143883, 5.239715, -4.418864], [-1.591687, -6.591260, 0.023473], [-1.990386, 6.534196, -1.117408], [0.745184, 1.487067, -2.377513], [-4.166930, 1.875523, 1.009104], [-0.041549, -1.093211, 1.067010], [1.651979, -3.386364, 0.197411], [4.684455, 3.772687, 2.792096], [2.058894, -5.037264, -0.913552], [-2.330459, 2.459371, 2.051794], [4.610006, 0.388971, -2.383094], [-4.286042, -0.680143, 1.359383], [3.795875, 2.149119, 1.257301], [4.851588, 2.635418, 2.017779], [5.193903, -2.480711, -3.428912], [-5.469277, -0.680358, 3.531614], [3.455721, 4.423356, 2.835286], [0.619477, 2.814405, -4.461571], [1.774156, 6.329439, -2.291013], [0.154434, -2.729342, -3.570804], [3.649808, -4.213429, -2.819196], [-0.110442, -5.056936, 0.089261], [-1.383508, 2.115768, 0.716526], [1.858864, 5.015569, -0.206317], [-1.857272, 3.198077, -0.611198], [1.346027, 2.090761, 0.243124], [-1.183036, 4.883991, 0.534890], [-3.163986, 5.770770, -3.161469], [-0.415835, -5.102098, 2.820155], [5.511197, 4.147346, 3.382890], [-0.213064, -0.451883, -3.576208], [3.323990, 5.296435, 3.461662], [-4.720330, 3.616365, 4.895880], [3.038504, -5.546567, -3.162055], [-4.258245, -4.133343, -2.610387], [-2.540681, -1.376173, -1.663897], [-0.048770, -4.991670, -0.991846], [5.741999, -0.260760, -1.216495], [2.585741, 2.821713, 1.293972], [-4.387284, -0.667207, 3.506664], [0.665969, -1.468948, -3.186839]],
  "atomic_forces_ev_per_a": [[0.00, 0.01, 0.00], [0.31, 0.17, -0.08], [-0.02, -0.02, 0.01], [0.03, 0.02, 0.01], [-0.05, -0.14, 0.10], [-0.19, -0.05, -0.02], [0.01, 0.09, -0.01], [0.01, -0.02, 0.01], [0.01, 0.05, 0.01], [-0.02, 0.05, -0.06], [-0.24, -0.24, 0.18], [0.11, 0.20, 0.00], [0.00, 0.00, 0.00], [0.03, 0.01, 0.01], [-0.01, -0.05, -0.01], [0.00, 0.00, 0.00], [-0.16, 0.03, 0.15], [-0.01, 0.01, 0.01], [-0.09, 0.02, -0.01], [0.14, 0.19, 0.04], [0.05, 0.29, -0.22], [0.10, -0.01, -0.04], [0.00, 0.00, 0.00], [0.10, 0.16, 0.07], [0.02, -0.12, 0.00], [0.04, 0.10, 0.09], [0.02, 0.02, -0.02], [0.15, 0.06, 0.41], [-0.07, 0.10, 0.00], [-0.02, -0.07, 0.22], [0.00, -0.01, 0.00], [-0.03, -0.64, -0.75], [0.06, 0.00, -0.09], [-0.04, -0.03, -0.03], [0.01, -0.03, 0.01], [0.08, 0.08, -0.08], [-0.46, 0.33, -0.06], [0.06, -0.17, -0.05], [0.01, 0.00, 0.00], [-0.07, -0.03, 0.06], [0.10, 0.01, -0.08], [0.01, 0.00, 0.00], [-0.26, 0.09, 0.08], [0.00, -0.02, -0.03], [0.05, -0.05, 0.02], [0.01, -0.03, 0.01], [0.02, -0.02, 0.00], [0.01, -0.03, -0.01], [0.30, -0.07, -0.12], [-0.15, -0.06, 0.02], [0.00, 0.00, 0.00], [0.03, 0.03, 0.03], [0.00, 0.01, 0.00], [0.00, 0.02, -0.02], [-0.02, -0.03, 0.03], [-0.04, 0.02, 0.04], [0.00, 0.11, -0.01], [0.00, 0.01, 0.00], [0.03, -0.09, -0.15], [-0.04, 0.00, -0.01], [0.00, 0.00, 0.00], [0.00, 0.04, -0.03], [-0.02, 0.05, 0.02], [0.05, -0.04, -0.02], [0.00, 0.01, 0.00], [-0.02, -0.05, -0.10], [0.04, -0.04, 0.01], [0.12, -0.20, 0.05], [0.02, 0.02, -0.01], [-0.08, 0.03, 0.05], [0.00, 0.00, 0.00], [-0.04, 0.01, -0.01], [0.00, 0.00, -0.01], [0.00, -0.01, -0.03], [0.02, 0.00, -0.01], [0.54, -0.40, 0.10], [-0.32, 0.09, -0.08], [0.00, 0.02, 0.02], [0.01, 0.04, 0.01], [-0.11, -0.03, 0.15], [-0.01, -0.02, 0.00], [0.01, -0.02, 0.00], [0.04, 0.04, 0.10], [-0.02, -0.03, -0.02], [0.03, -0.19, -0.15], [0.00, 0.02, 0.00], [-0.02, 0.00, 0.00], [0.00, 0.01, 0.00], [0.00, 0.00, 0.00], [0.12, -0.04, 0.02], [-0.09, 0.02, 0.06], [-0.29, -0.02, -0.21], [-0.13, -0.07, 0.24], [0.00, -0.02, -0.01], [-0.07, 0.19, -0.22], [-0.03, 0.45, 0.55], [0.01, 0.00, 0.01], [-0.01, 0.01, 0.00], [0.03, 0.01, -0.09], [-0.01, 0.01, 0.01], [-0.10, 0.09, 0.02], [0.00, 0.00, 0.00], [0.00, 0.00, 0.00], [0.12, 0.09, 0.07], [-0.03, 0.01, 0.00], [0.09, -0.06, 0.06], [0.00, 0.01, 0.05], [0.01, -0.02, 0.00], [0.16, 0.00, -0.07], [0.06, -0.06, 0.00], [0.01, -0.19, -0.16]],
  "mulliken_charge": [0.4166, -0.3337, -0.6223, -0.6824, 0.7464, -0.5750, -0.5744, 0.4004, -0.7509, 0.1109, 0.0360, 0.6033, 0.4079, 0.3328, 0.4620, 0.3815, 0.7523, -0.6022, -0.5682, -1.0637, -0.0139, -0.9836, 0.4221, -1.0530, -0.7445, -0.6235, 0.3296, 0.6154, -1.1794, -0.0221, 0.4708, 0.5706, -1.1003, -0.8431, 0.4644, 0.2294, 0.9646, 0.4258, 0.4432, -0.3800, 0.4731, 0.3803, -0.5726, -0.5750, -0.9653, 0.3073, 0.4123, -0.8152, -0.1567, 0.6475, 0.4401, -0.6113, -1.1744, -0.9905, -0.7582, -0.8840, -0.3434, 0.3829, 0.1138, -0.3134, 0.4200, 0.4021, -0.2625, 0.6156, 0.4798, -0.8300, -0.1713, 0.2503, -0.3871, -0.2696, 0.3976, 0.4045, 0.4377, 0.1679, 0.3586, 0.1365, 0.2393, -0.5777, 0.7660, 0.8183, 0.1091, 0.5228, -0.5953, -0.8761, -0.7141, 0.4518, -1.0157, 0.5415, 0.4349, -0.4261, 0.5566, 0.4076, 1.2182, 0.4278, 0.8117, 1.2574, 0.3538, 0.3795, -0.4686, 0.3845, -0.3578, 0.4209, 0.3625, -0.8876, 0.3823, 0.0287, 0.5162, 0.2620, 0.3926, -1.0196, -0.1246],
  "relative_energy_ev": 0.195,
  "spin_multiplicity": 6,
  "homo_lumo_gap_ev": [4.70, 7.63],
  "total_energy_ev": -151760.8713,
  "total_charge": -1
}

---

No. 2
{
  "formula": "C21H25BCl2N6PtS",
  "method": "ωB97M-V with the def2-TZVPD basis set",
  "symbols": ["N", "C", "H", "C", "S", "N", "N", "H", "H", "C", "H", "H", "Cl", "H", "H", "C", "H", "H", "C", "Pt", "H", "C", "C", "C", "C", "H", "H", "C", "C", "H", "H", "H", "H", "N", "C", "H", "H", "C", "H", "C", "H", "C", "H", "Cl", "H", "C", "C", "C", "C", "N", "B", "C", "H", "N", "H", "C", "H"],
  "xyz": [[-1.531600, 1.148000, 0.434200], [-3.308100, 2.405500, 0.812400], [0.947600, 2.719500, -5.147200], [-1.935600, -2.407800, -1.169800], [0.870800, -2.483500, 0.615000], [0.658400, 1.714000, -0.966000], [-1.530800, -1.162900, -0.956100], [-2.024700, 0.385400, 3.077000], [4.922500, -4.983600, -0.244100], [2.589700, -2.608400, 0.451700], [-2.370100, -1.758700, -5.134800], [-3.372500, 3.545000, -2.245700], [2.162900, -5.262800, 0.234900], [-1.955900, -2.870300, 0.886000], [-4.753500, 3.459800, -1.144600], [4.820400, -1.646200, 0.269300], [3.557400, 2.709800, -0.113300], [2.510700, 3.400300, -3.038400], [-2.277100, 1.670100, 1.398700], [0.192900, -0.203700, 0.249800], [-2.600200, -0.063300, -4.671600], [-1.993700, 1.450500, 2.843800], [-2.189800, -2.564400, -2.537200], [3.463300, -1.517000, 0.499200], [-1.914900, -1.335900, -3.110300], [-2.039700, 1.494000, -3.010000], [-2.736100, 1.966400, 3.449000], [-1.972200, -0.941500, -4.540100], [0.294700, 2.092700, -4.546500], [-1.003500, 1.828900, 3.099500], [-3.162400, -3.754000, -0.079900], [-4.414600, 2.114200, -2.240500], [2.520600, 4.128500, -0.098000], [0.025600, 1.522800, -2.135900], [4.518400, -4.006900, -0.035600], [2.087400, 2.724400, 0.887100], [-0.973200, -0.700500, -4.900400], [3.169700, -3.867000, 0.217700], [-4.080400, 2.955200, 1.312700], [0.693400, 2.159200, -3.117800], [-0.735700, 2.417800, -4.673700], [-3.963400, 2.882600, -1.616700], [-2.529600, -3.449500, -3.034300], [2.793000, 0.034100, 0.836100], [5.458900, -0.778300, 0.315700], [1.776600, 2.799000, -2.542900], [-3.124300, 2.277200, -0.552700], [2.522600, 3.040400, -0.058000], [1.706300, 2.501100, -1.177900], [-1.524200, -0.502700, -2.124900], [-1.438400, 1.033300, -2.103500], [5.343300, -2.893200, -0.023500], [-1.464200, -4.220000, -0.149900], [-2.042300, 1.505300, -0.757500], [0.370500, 1.067200, -4.905500], [-2.141700, -3.373300, -0.060400], [6.392900, -3.001700, -0.237700]],
  "atomic_forces_ev_per_a": [[0.54, -0.35, 0.73], [0.13, -0.10, -0.18], [0.01, 0.04, -0.03], [-0.04, 0.14, -0.26], [-0.52, 0.47, -0.09], [0.10, -0.49, 0.52], [0.23, -0.07, 0.63], [0.03, 0.02, 0.07], [0.01, -0.14, -0.01], [0.15, 0.15, 0.14], [-0.02, -0.02, -0.04], [-0.03, 0.04, -0.13], [-0.05, -0.33, -0.07], [-0.05, -0.11, 0.10], [-0.06, 0.04, -0.04], [0.01, 0.13, -0.01], [0.07, -0.05, 0.05], [0.14, 0.17, -0.14], [0.07, -0.03, -0.17], [-0.49, -0.17, 0.08], [-0.05, 0.08, -0.12], [0.12, -0.09, -0.12], [0.09, 0.22, 0.04], [-0.06, -0.77, -0.11], [-0.05, -0.28, 0.10], [-0.18, 0.14, -0.29], [0.02, -0.01, 0.03], [-0.02, 0.13, 0.07], [-0.12, -0.02, 0.06], [0.01, -0.03, 0.07], [-0.05, 0.04, 0.05], [-0.05, 0.01, -0.14], [-0.02, 0.05, 0.05], [0.17, 0.39, -0.67], [0.06, 0.06, 0.01], [0.07, 0.05, 0.11], [0.00, 0.00, -0.12], [0.06, 0.42, 0.03], [-0.14, 0.10, 0.07], [0.19, 0.09, 0.10], [-0.07, 0.02, -0.11], [0.11, -0.09, -0.12], [-0.09, -0.19, -0.15], [0.50, 0.51, 0.27], [0.04, 0.11, -0.03], [-0.14, -0.15, 0.05], [-0.23, 0.15, 0.38], [0.05, -0.08, -0.05], [-0.12, -0.04, -0.15], [-0.36, -0.26, -0.68], [0.28, -0.27, 0.47], [-0.10, 0.01, 0.06], [0.06, -0.04, 0.06], [-0.45, 0.41, -0.27], [0.00, 0.00, -0.10], [0.12, -0.01, -0.02], [0.16, 0.00, 0.01]],
  "nbo_charge": [-0.3131, -0.3534, 0.2275, 0.1871, -0.2284, -0.3383, -0.3285, 0.2314, 0.2286, -0.2263, 0.2280, 0.2263, 0.0248, 0.2301, 0.2256, -0.2229, 0.2269, 0.2239, 0.1731, 0.9288, 0.2272, -0.6398, -0.3511, -0.0614, 0.2131, -0.0362, 0.2228, -0.6446, -0.6460, 0.2268, 0.2222, 0.2273, 0.2277, -0.3355, -0.2178, 0.2245, 0.2202, -0.0450, 0.2230, 0.2175, 0.2304, -0.6405, 0.2230, 0.0595, 0.2258, -0.3537, 0.2085, -0.6417, 0.1743, -0.3454, 0.5303, -0.2167, 0.2374, -0.3165, 0.2233, -0.6443, 0.2200],
  "relative_energy_ev": 0.957,
  "spin_multiplicity": 3,
  "homo_lumo_gap_ev": [8.02, 6.81],
  "total_energy_ev": -70928.1326,
  "total_charge": 0
}